No. 1
Below is a 3-piece molecular cluster, C3H7NO overall in a non-equilibrium geometry, with properties calculated with ωB97M-V/def2-TZVPD.

## Properties
- energy above the lowest of the compared OMol25 structures with the same formula, charge and spin (eV) = 3.692
- 2S+1 = 1
- LUMO level (eV) = 0.10
- E_HOMO (eV) = -9.87
- DFT total energy (eV) = -6759.0584

Each line ends with the natural charge from an NBO analysis.
Cartesian coordinates (Å):
C  0.302  -0.041  0.570  -0.220
H  -0.179  -0.776  1.329  0.189
H  0.564  2.044  -0.455  -0.131
C  -2.037  -0.025  0.254  0.861
H  0.565  -1.783  -0.679  0.209
O  -3.174  -0.180  0.050  -0.464
N  -0.924  0.502  0.057  -0.597
H  1.266  -0.313  -1.359  0.222
H  2.070  -1.130  -0.008  0.220
H  -0.418  1.851  -0.446  0.111
H  0.861  0.714  1.123  0.223
C  1.105  -0.864  -0.436  -0.622


No. 2
Below is C3H7NO as an isolated structure, with properties calculated with ωB97M-V/def2-TZVPD.

## Properties
- energy above the lowest of the compared OMol25 structures with the same formula, charge and spin (eV) = 5.234
- 2S+1 = 1
- LUMO level (eV) = 0.88
- E_HOMO (eV) = -8.23
- DFT total energy (eV) = -6757.5162

Each line ends with the natural charge from an NBO analysis.
Cartesian coordinates (Å):
N  1.059  -0.645  0.332  -0.688
C  0.145  -1.462  -0.154  0.273
H  0.603  1.169  1.384  0.199
H  2.309  0.753  1.176  0.213
H  1.241  -1.861  0.370  0.458
C  -1.624  0.067  -0.856  -0.277
H  -1.733  0.620  0.082  0.180
H  -2.614  -0.110  -1.283  0.203
H  -1.027  0.642  -1.570  0.182
O  -1.073  -1.235  -0.650  -0.505
H  1.405  1.398  -0.198  0.203
C  1.332  0.750  0.682  -0.441


No. 3
Below is a 2-piece molecular cluster, C3H7NO overall in a non-equilibrium geometry, with properties calculated with ωB97M-V/def2-TZVPD.

## Properties
- energy above the lowest of the compared OMol25 structures with the same formula, charge and spin (eV) = 5.982
- 2S+1 = 1
- LUMO level (eV) = -1.73
- E_HOMO (eV) = -8.99
- DFT total energy (eV) = -6756.7682

Each line ends with the natural charge from an NBO analysis.
Cartesian coordinates (Å):
H  -1.628  -0.045  0.408  0.214
C  1.088  0.422  1.045  0.409
C  1.774  -0.321  -0.185  -0.243
N  0.844  0.508  -0.676  -0.302
H  1.559  -1.386  -0.338  0.182
H  2.845  -0.104  -0.088  0.231
H  -1.802  -1.043  -1.012  0.208
H  -1.581  0.670  -1.286  0.224
H  -3.059  0.155  -0.406  0.201
H  1.577  1.352  1.348  0.154
C  -2.006  -0.053  -0.608  -0.849
O  0.388  -0.152  1.797  -0.427


No. 4
Below is a 2-piece molecular cluster, C3H7NO overall in a non-equilibrium geometry, with properties calculated with ωB97M-V/def2-TZVPD.

## Properties
- energy above the lowest of the compared OMol25 structures with the same formula, charge and spin (eV) = 2.492
- SMILES = C=CO.C=N
- 2S+1 = 1
- LUMO level (eV) = 0.80
- E_HOMO (eV) = -9.38
- DFT total energy (eV) = -6760.2581

Each line ends with the natural charge from an NBO analysis.
Cartesian coordinates (Å):
H  0.836  0.718  -1.453  0.135
O  -1.999  0.202  0.076  -0.680
H  -1.748  -0.101  -0.813  0.474
H  -0.274  -1.838  -0.289  0.193
H  2.880  1.560  -1.663  0.328
C  -1.479  -0.658  1.000  0.155
H  -1.840  -0.437  1.998  0.188
C  -0.629  -1.644  0.717  -0.545
H  0.719  1.422  0.291  0.176
C  1.303  1.287  -0.633  -0.051
H  -0.257  -2.287  1.510  0.218
N  2.488  1.778  -0.741  -0.590


No. 5
Below is one molecule with the formula C3H7NO in a non-equilibrium geometry, with properties calculated with ωB97M-V/def2-TZVPD.

## Properties
- energy above the lowest of the compared OMol25 structures with the same formula, charge and spin (eV) = 4.691
- SMILES = C=NOCC
- 2S+1 = 1
- LUMO level (eV) = 0.94
- E_HOMO (eV) = -9.90
- DFT total energy (eV) = -6758.0597

Each line ends with the natural charge from an NBO analysis.
Cartesian coordinates (Å):
N  1.700  -0.920  0.157  -0.087
C  -0.129  0.551  0.887  -0.112
H  0.077  1.778  -0.885  0.234
H  -1.198  0.266  -1.300  0.213
H  -1.742  1.630  0.039  0.221
H  -0.277  1.343  1.526  0.199
H  -0.290  -1.374  -0.746  0.181
H  -0.724  -0.232  1.229  0.171
O  1.283  0.179  0.924  -0.364
C  0.825  -1.667  -0.435  -0.208
H  1.235  -2.606  -0.961  0.206
C  -0.761  1.052  -0.437  -0.653


No. 6
Below is a 2-piece molecular cluster, C3H7NO overall in a non-equilibrium geometry, with properties calculated with ωB97M-V/def2-TZVPD.

## Properties
- energy above the lowest of the compared OMol25 structures with the same formula, charge and spin (eV) = 5.965
- 2S+1 = 1
- LUMO level (alpha / beta) (eV) = -0.75 / -0.17
- E_HOMO (alpha / beta) (eV) = -9.52 / -8.54
- DFT total energy (eV) = -6756.7851

Each line ends with the natural charge from an NBO analysis.
Cartesian coordinates (Å):
H  2.853  -0.618  0.552  0.298
C  -0.391  -0.688  0.375  0.215
C  -0.797  0.857  -0.028  -0.380
H  2.924  0.216  -0.780  0.290
H  -0.979  1.694  0.611  0.223
H  -2.556  -0.172  0.327  0.216
H  -0.002  1.176  -0.681  0.235
H  -0.438  -1.007  1.425  0.146
H  -1.986  -0.402  -1.363  0.232
O  0.458  -1.231  -0.289  -0.488
C  -1.752  -0.119  -0.324  -0.393
N  2.665  0.295  0.176  -0.595


No. 7
Below is a 2-piece molecular cluster, C3H7NO overall, with properties calculated with ωB97M-V/def2-TZVPD.

## Properties
- energy above the lowest of the compared OMol25 structures with the same formula, charge and spin (eV) = 2.144
- SMILES = CC=O.C=N
- 2S+1 = 1
- LUMO level (eV) = 1.01
- E_HOMO (eV) = -9.07
- DFT total energy (eV) = -6760.6064

Each line ends with the natural charge from an NBO analysis.
Cartesian coordinates (Å):
H  2.284  2.091  -0.203  0.158
N  1.222  0.334  0.090  -0.605
H  -1.719  -1.902  0.814  0.223
C  1.353  1.531  -0.291  -0.007
C  -0.866  -0.315  -0.282  0.455
O  -1.435  0.758  -0.375  -0.623
H  -1.137  -0.564  1.832  0.226
H  0.475  2.018  -0.731  0.200
C  -0.908  -1.182  0.961  -0.703
H  0.011  -1.751  1.148  0.215
H  -0.479  -0.799  -1.197  0.109
H  2.040  -0.090  0.516  0.354


No. 8
Below is C3H7NO as an isolated structure in a non-equilibrium geometry, with properties calculated with ωB97M-V/def2-TZVPD.

## Properties
- energy above the lowest of the compared OMol25 structures with the same formula, charge and spin (eV) = 3.884
- 2S+1 = 1
- LUMO level (eV) = 0.85
- E_HOMO (eV) = -9.23
- DFT total energy (eV) = -6758.8665

Each line ends with the natural charge from an NBO analysis.
Cartesian coordinates (Å):
C  -1.017  0.030  -0.198  -0.285
H  0.570  0.662  -1.434  0.499
C  -0.422  -0.204  -1.351  0.030
O  0.974  -0.287  -1.642  -0.679
H  -0.955  -0.383  -2.279  0.188
N  1.149  0.261  1.179  -0.829
H  1.106  1.247  1.397  0.343
H  -0.044  -1.401  1.198  0.208
C  -0.209  -0.333  1.049  -0.265
H  -0.685  0.025  1.974  0.199
H  1.625  0.230  0.284  0.364
H  -2.092  0.153  -0.177  0.229


No. 9
Below is one molecule with the formula C3H7NO in a non-equilibrium geometry, with properties calculated with ωB97M-V/def2-TZVPD.

## Properties
- energy above the lowest of the compared OMol25 structures with the same formula, charge and spin (eV) = 2.847
- SMILES = CC(C)=NO
- 2S+1 = 1
- LUMO level (eV) = 0.81
- E_HOMO (eV) = -9.55
- DFT total energy (eV) = -6759.9030

Each line ends with the natural charge from an NBO analysis.
Cartesian coordinates (Å):
C  -1.673  -0.698  -0.017  -0.643
H  -2.102  -0.586  1.080  0.219
H  -0.014  1.856  -0.964  0.239
O  1.914  -0.242  -0.037  -0.544
C  -0.349  -0.079  -0.015  0.184
H  0.232  1.864  0.829  0.219
H  -2.439  -0.235  -0.725  0.223
H  -1.373  1.913  0.229  0.242
N  0.665  -0.856  0.027  -0.107
C  -0.366  1.470  -0.031  -0.712
H  1.706  0.721  0.252  0.442
H  -1.654  -1.766  -0.212  0.240


No. 10
Below is one molecule with the formula C3H7NO in a non-equilibrium geometry, with properties calculated with ωB97M-V/def2-TZVPD.

## Properties
- energy above the lowest of the compared OMol25 structures with the same formula, charge and spin (eV) = 1.246
- SMILES = CN(C)C=O
- 2S+1 = 1
- LUMO level (eV) = 0.84
- E_HOMO (eV) = -9.22
- DFT total energy (eV) = -6761.5044

Each line ends with the natural charge from an NBO analysis.
Cartesian coordinates (Å):
C  -1.428  0.038  -0.924  -0.411
H  -1.533  -0.977  -1.299  0.211
N  -0.271  0.225  -0.038  -0.461
H  1.198  1.719  -0.454  0.206
H  -2.295  0.297  -0.309  0.193
C  0.257  1.559  0.073  -0.411
H  -1.393  0.652  -1.821  0.209
O  1.461  -1.118  0.654  -0.586
H  0.365  1.890  1.108  0.208
C  0.283  -0.917  0.477  0.540
H  -0.490  2.246  -0.323  0.202
H  -0.438  -1.752  0.424  0.099